No. 1
DFT (ωB97M-V with the def2-TZVPD basis set) results for a gas-phase ion, CH5INO (charge +1) at a distorted geometry.

The geometry in XYZ format:
```
9
Properties=species:S:1:pos:R:3:forces:R:3
C -0.277899 -0.392697 0.401843 -1.30 0.64 3.46
N 0.634447 0.758794 -0.163217 0.30 -0.69 -0.77
O 0.016086 -1.511542 -0.294096 1.24 0.15 1.51
I -2.466763 0.055332 0.228401 1.36 0.14 0.02
H -0.099521 -0.423591 1.709132 -0.17 -0.37 -4.42
H 0.120013 1.632635 -0.443748 -0.06 -1.54 -1.54
H 1.331485 0.162647 -0.809062 -1.81 2.43 1.09
H 1.150634 1.294852 0.514243 1.15 -0.80 1.30
H -0.408482 -1.576434 -1.143499 -0.70 0.04 -0.63
```
Forces are in eV/Å.

* energy: -468.459092 hartree
* M: 173.96 g mol⁻¹
* total charge: +1
* energy relative to the best compared isomer or geometry (same formula, charge and spin): 135.5 kJ/mol
* structure (SMILES): [NH3+][C@H](O)I
* LUMO: -4.565 eV
* HOMO-LUMO gap: 0.3591 Eh

No. 2
DFT (ωB97M-V with the def2-TZVPD basis set) results for a gas-phase ion, C5H4N (charge +1) at a distorted geometry.

The geometry in XYZ format:
```
10
Properties=species:S:1:pos:R:3:forces:R:3
C 2.849793 0.138264 -1.644550 2.81 1.18 -0.84
C 1.777610 -0.398565 -1.257677 -3.01 -1.22 0.37
C -0.784771 -0.727675 -1.056296 -1.26 -0.27 -0.19
C -0.621279 -0.047184 0.081124 0.86 -1.97 -3.59
C -0.551441 0.527840 1.345082 -3.14 2.12 2.10
N 0.550281 -0.508314 -1.114429 -0.89 0.98 2.36
H -1.503270 -1.270986 -1.759858 1.07 0.88 1.13
H 0.317123 0.342876 1.844337 2.81 -0.90 1.16
H -1.372210 0.320201 2.107732 0.49 -0.78 -1.35
H -0.661835 1.623542 1.454536 0.28 -0.01 -1.15
```
Forces are in eV/Å.

* energy: -247.059634 hartree
* M: 78.09 g mol⁻¹
* total charge: +1
* energy relative to the best compared isomer or geometry (same formula, charge and spin): 531.1 kJ/mol
* LUMO: -7.524 eV
* HOMO-LUMO gap: 0.2700 Eh

No. 3
DFT (ωB97M-V with the def2-TZVPD basis set) results for 6 unconnected molecules or ions with the total composition C23H37NO11 at a distorted geometry.

The geometry in XYZ format:
```
72
Properties=species:S:1:pos:R:3:forces:R:3
C 2.168791 -3.257381 0.692993 0.03 0.07 -0.07
C 3.074345 -2.063162 0.910506 -0.07 0.00 0.11
O 2.679611 -1.041694 1.449276 0.00 0.14 -0.02
N 4.352545 -2.218534 0.485769 -0.48 -0.23 -0.18
C 5.305176 -1.135019 0.458208 0.09 0.00 0.22
H 1.162143 -2.916359 0.468736 0.02 0.18 0.07
H 2.112177 -3.844317 1.609882 0.11 -0.09 -0.06
H 2.504102 -3.869438 -0.144677 0.02 -0.17 0.15
H 4.574305 -3.099729 0.058769 0.18 0.08 -0.08
H 5.959296 -1.255355 -0.401623 0.07 0.03 0.02
H 5.897676 -1.111386 1.374298 0.09 0.05 -0.05
H 4.771059 -0.191399 0.378459 -0.04 0.00 -0.03
O -3.279447 5.137776 -1.281469 -0.04 0.17 -0.24
C -2.806348 5.225350 -0.192348 -0.12 -0.22 0.60
O -2.237995 4.159539 0.433281 -0.13 -0.10 -0.24
C -1.537086 4.597272 1.602893 0.40 -0.44 0.02
C -2.239236 5.867165 2.065442 0.34 -0.56 0.45
C -2.799153 6.409836 0.764555 -0.19 0.90 -0.21
H -0.496034 4.728173 1.282621 -0.06 0.41 0.24
H -1.520585 3.816578 2.357883 -0.27 -0.10 -0.12
H -1.521888 6.430867 2.662069 -0.14 0.54 -0.41
H -3.040301 5.612119 2.760987 -0.07 -0.11 -0.14
H -2.267830 7.264683 0.337147 0.34 -0.30 -0.06
H -3.816837 6.795866 0.840221 -0.07 -0.26 0.09
O -2.076642 -1.014296 -1.233323 -0.37 0.03 -0.16
C -1.482488 -0.309303 -0.472026 0.69 -0.21 0.20
O -0.344536 0.328289 -0.844887 -0.01 0.11 -0.03
C 0.068237 1.196079 0.242075 0.41 0.19 -0.42
C -0.360167 0.427541 1.461762 -0.34 0.02 0.83
C -1.716932 -0.067462 1.009170 -1.09 -0.55 -0.01
H -0.446071 2.139819 0.045906 -0.10 0.06 0.54
H 1.139294 1.387065 0.204895 0.02 -0.32 -0.27
H -0.321834 0.965928 2.410832 -0.30 0.32 -0.22
H 0.280121 -0.442634 1.624870 0.22 0.13 -0.32
H -2.590475 0.587989 1.115495 0.47 0.50 -0.03
H -2.087572 -0.980110 1.483777 0.38 -0.14 -0.14
O -2.254868 -6.818487 -2.329524 -0.20 -0.36 -0.21
C -1.772250 -5.828682 -1.882909 0.08 -0.05 -0.06
O -2.308490 -5.200593 -0.804725 0.20 -0.16 0.45
C -1.559445 -4.046053 -0.458056 0.07 1.56 -0.20
C -0.685146 -3.734631 -1.669214 0.20 -0.30 -0.85
C -0.511155 -5.115024 -2.313968 -0.05 0.16 0.66
H -0.955509 -4.086396 0.454829 -0.11 -0.97 0.04
H -2.257442 -3.229303 -0.280131 -0.14 -0.10 -0.10
H 0.264688 -3.250544 -1.458653 -0.05 0.04 0.24
H -1.214241 -3.087270 -2.368614 -0.11 0.03 0.13
H 0.286070 -5.690566 -1.830032 0.15 0.11 -0.15
H -0.359589 -5.126847 -3.387599 -0.11 -0.08 -0.05
O -0.300153 3.460875 4.338631 -0.20 0.01 -0.35
C 0.881133 3.278701 4.374548 -0.03 -0.13 0.78
O 1.769695 4.134426 3.836245 0.20 0.49 0.23
C 3.111039 3.723220 4.168145 0.24 -1.13 -1.06
C 2.992167 2.746208 5.339606 -0.02 0.60 -0.08
C 1.616330 2.155164 5.071269 0.30 -0.62 -0.37
H 3.803607 4.554095 4.250905 -0.43 0.36 0.41
H 3.461626 3.154809 3.293543 0.03 0.07 0.11
H 2.998513 3.272904 6.295393 0.13 -0.06 0.00
H 3.812622 2.036679 5.280794 -0.05 -0.11 0.27
H 1.081556 1.746976 5.922229 -0.10 0.30 0.12
H 1.707622 1.319090 4.364087 -0.05 0.16 -0.08
O -1.224418 -4.374461 -6.620557 0.13 -0.32 0.07
C -1.532926 -3.371154 -6.056995 -0.07 0.04 -0.15
O -2.825133 -3.097958 -5.724173 -0.17 0.17 -0.05
C -2.944773 -1.678339 -5.559825 -0.31 0.66 0.26
C -1.623186 -1.254787 -4.982829 1.31 0.61 0.83
C -0.623050 -2.237066 -5.615520 -0.79 0.37 0.38
H -3.759810 -1.354221 -4.911423 -0.15 -0.76 0.06
H -3.164105 -1.245096 -6.540616 0.27 0.03 -0.03
H -1.529378 -1.358186 -3.895348 -0.75 -0.53 -0.04
H -1.390292 -0.186292 -5.024449 -0.05 -0.10 -0.91
H 0.022000 -2.639873 -4.837657 0.43 0.01 -0.32
H -0.072725 -1.831709 -6.459846 0.18 -0.17 -0.01
```
Forces are in eV/Å.

* energy: -1781.048353 hartree
* M: 503.54 g mol⁻¹
* energy relative to the best compared isomer or geometry (same formula, charge and spin): 0.0 kJ/mol
* structure (SMILES): O=C1CCCO1.O=C1CCCO1.O=C1CCCO1.O=C1CCCO1.O=C1CCCO1.CNC(C)=O
* LUMO: 0.192 eV
* HOMO-LUMO gap: 0.3701 Eh

No. 4
DFT (ωB97M-V with the def2-TZVPD basis set) results for a molecular structure, C4H9N6 at a distorted geometry.

The geometry in XYZ format:
```
19
Properties=species:S:1:pos:R:3:forces:R:3
C -0.754489 1.366943 0.183014 0.04 -2.61 0.06
C 2.637805 0.599179 0.017871 -0.36 0.59 0.54
C 0.569872 1.065453 0.307100 1.07 -2.88 0.11
C -0.648052 -0.899780 -0.234020 -0.12 -0.88 1.97
N 1.809507 1.557163 0.345470 0.14 0.06 -0.10
N -1.531154 0.280650 -0.087557 5.37 0.32 2.12
N 1.948690 -0.614855 -0.329204 -0.45 2.06 0.05
N -2.633521 0.418746 -0.767646 -3.79 0.12 -2.53
N 2.383078 -1.453522 -1.130835 0.99 -1.73 -0.80
N 0.700621 -0.403796 0.158530 -2.30 2.05 -0.75
H -1.254749 2.240548 0.256591 -1.00 2.99 0.20
H 3.717880 0.740989 0.020441 -0.38 -0.60 -0.41
H -0.938106 -1.657876 0.545571 0.14 0.57 -0.88
H -0.783792 -1.301328 -1.202287 0.33 -0.44 -1.31
H -3.277079 -0.390509 -0.871908 0.64 1.21 0.70
H -2.993022 1.384348 -0.733167 -0.18 -1.21 -0.15
H -0.458141 -0.521660 2.871532 0.56 0.62 -1.75
H 1.711626 -2.145337 -1.496221 -0.03 0.48 0.63
H -0.206972 -0.265362 2.146726 -0.67 -0.71 2.30
```
Forces are in eV/Å.

* energy: -485.861619 hartree
* M: 141.16 g mol⁻¹
* total charge: +1
* energy relative to the best compared isomer or geometry (same formula, charge and spin): 498.5 kJ/mol
* LUMO (alpha / beta): -5.346 / -5.032 eV
* HOMO-LUMO gap (alpha / beta): 0.2423 / 0.2593 Eh

No. 5
DFT (ωB97M-V with the def2-TZVPD basis set) results for a gas-phase ion, C3H10N3O (charge +1) at a distorted geometry.

The geometry in XYZ format:
```
17
Properties=species:S:1:pos:R:3:forces:R:3
C 0.452004 -1.357010 -0.553839 0.05 1.58 2.85
C 1.253416 0.024306 -0.352856 -2.28 -2.26 2.58
C -1.502144 -0.209956 -0.171109 -2.79 -2.32 -3.54
N 1.831892 0.262794 0.926786 1.29 -2.48 2.05
N -2.317145 0.531663 0.610469 -0.50 1.69 2.27
N 0.093240 0.970736 -0.327874 4.24 1.73 -2.55
O -0.708368 -1.169681 0.301421 0.39 -1.38 0.64
H 0.114815 -1.225412 -1.547605 -0.19 -0.93 -1.38
H 0.885854 -2.329664 -0.222398 0.03 1.01 -0.73
H 1.945185 -0.016891 -1.117378 1.18 1.29 -2.28
H -1.832504 -0.114015 -1.199358 0.36 -0.93 -0.31
H 2.722743 0.742921 1.079336 -0.46 0.29 -1.11
H 2.008459 -0.639031 1.439140 -0.71 1.17 -0.51
H -2.112426 0.558117 1.615909 -0.71 0.18 -0.42
H -3.128012 1.017960 0.177329 1.01 -0.48 0.87
H 0.255905 1.434468 0.522182 -0.34 1.40 1.37
H 0.037085 1.518692 -1.180147 -0.58 0.44 0.20
```
Forces are in eV/Å.

* multiplicity: 3
* energy: -359.321653 hartree
* M: 104.13 g mol⁻¹
* <S²>: 2.0088
* total charge: +1
* energy relative to the best compared isomer or geometry (same formula, charge and spin): 236.1 kJ/mol
* LUMO (alpha / beta): -2.857 / -8.001 eV
* HOMO-LUMO gap (alpha / beta): 0.2248 / 0.2319 Eh

No. 6
DFT (ωB97M-V with the def2-TZVPD basis set) results for 4 unconnected molecules or ions with the total composition CH10N2O4 at a distorted geometry.

The geometry in XYZ format:
```
17
Properties=species:S:1:pos:R:3:forces:R:3
N -0.670797 1.147448 0.550838 -0.54 0.53 -1.35
C -1.425695 -0.006882 0.446576 -2.04 1.89 1.35
N -1.043912 -1.035931 1.206906 1.76 -1.01 0.55
O -2.540911 0.028289 -0.057560 0.40 -0.26 -0.79
H 0.057318 1.233881 1.197784 1.21 -0.48 1.07
H -1.212251 2.000998 0.527936 -0.18 -0.39 -0.46
H -1.649053 -1.801569 1.357304 -0.64 -0.51 -0.30
H -0.151157 -1.074913 1.671959 -0.29 0.32 -0.21
H 2.936143 -0.484004 -0.684777 0.15 0.29 -0.62
H 1.606420 -0.168232 -1.540647 0.20 0.39 -0.26
O 1.996532 -0.630025 -0.788471 -0.27 -0.65 1.08
H 1.606610 -0.868241 2.373726 0.29 0.02 0.61
H 1.807195 -0.188727 1.059282 0.07 0.75 1.32
O 1.785502 0.022428 2.055686 -0.16 -0.83 -2.06
H 0.319990 -0.146778 -3.655463 0.95 1.05 1.31
H -0.065666 1.155510 -3.001512 0.22 0.14 0.43
O 0.671576 0.529653 -2.995812 -1.14 -1.25 -1.68
```
Forces are in eV/Å.

* energy: -454.601553 hartree
* M: 114.10 g mol⁻¹
* energy relative to the best compared isomer or geometry (same formula, charge and spin): 72.1 kJ/mol
* structure (SMILES): NC(N)=O.O.O.O
* LUMO: 0.533 eV
* HOMO-LUMO gap: 0.3756 Eh

No. 7
DFT (ωB97M-V with the def2-TZVPD basis set) results for C16H14N2O5S in the gas phase.

The geometry in XYZ format:
```
38
Properties=species:S:1:pos:R:3:forces:R:3
O -2.780711 -2.699060 0.558295 -0.22 -0.16 -0.01
C -1.885562 -1.866536 0.508330 0.37 -0.12 0.11
N -2.043987 -0.552469 0.281484 0.23 0.28 0.06
C -3.169282 0.263561 -0.007320 -0.42 0.11 -0.11
C -2.846628 1.572046 -0.369910 -0.13 -0.04 -0.02
C -3.817288 2.504352 -0.669803 0.06 0.08 0.00
C -5.152457 2.137141 -0.607871 0.02 -0.02 0.00
C -5.487845 0.850623 -0.251484 0.11 -0.14 0.03
C -4.521098 -0.112680 0.056050 0.08 0.21 -0.06
O -4.986062 -1.321409 0.401874 0.04 -0.32 0.14
H -4.245312 -1.971013 0.507830 -0.07 0.18 -0.07
H -6.518391 0.537657 -0.192033 -0.11 -0.05 0.01
H -5.928088 2.851932 -0.836471 -0.08 0.06 -0.02
H -3.533951 3.507593 -0.947281 0.04 0.09 -0.02
H -1.802301 1.849080 -0.412116 0.06 0.03 -0.01
H -1.193535 0.002273 0.266526 -0.16 -0.19 0.04
C -0.432764 -2.278953 0.718117 -0.22 -0.20 0.01
C 0.452803 -1.982860 -0.502148 -0.38 0.01 -0.16
N 1.625078 -1.208636 -0.145851 -0.01 0.71 0.45
C 2.875764 -1.485377 -0.618165 0.56 -0.15 -0.19
O 3.184207 -2.480064 -1.228017 -0.04 0.03 0.03
C 3.785685 -0.357247 -0.281013 0.49 0.23 -0.10
C 3.176342 0.723766 0.336438 -0.34 -0.70 -0.24
C 3.875305 1.854193 0.691185 -0.10 0.21 0.11
C 5.234012 1.895091 0.396184 -0.22 -0.01 0.05
C 5.857535 0.822997 -0.226101 -0.01 -0.09 -0.03
C 5.141399 -0.313536 -0.571801 -0.26 -0.03 0.07
H 5.608309 -1.156915 -1.056134 0.03 -0.08 -0.05
H 6.913454 0.874456 -0.443426 0.08 0.01 -0.02
H 5.807060 2.771364 0.657234 0.03 0.07 0.02
H 3.378611 2.677924 1.178104 0.00 0.13 0.06
S 1.473143 0.302651 0.616776 0.27 -0.45 -0.04
O 0.520268 1.074082 -0.126837 0.11 0.19 -0.32
O 1.199642 0.122829 2.007291 0.23 0.05 0.17
H -0.106962 -1.417135 -1.257255 0.06 -0.16 0.03
H 0.818370 -2.903784 -0.963931 0.01 0.23 0.07
H -0.045560 -1.742889 1.586433 -0.10 -0.13 0.01
H -0.429216 -3.345034 0.946832 -0.04 0.14 0.00
```
Forces are in eV/Å.

* energy: -1502.043273 hartree
* M: 346.36 g mol⁻¹
* energy relative to the best compared isomer or geometry (same formula, charge and spin): 0.0 kJ/mol
* structure (SMILES): O=C(CCN1C(=O)c2ccccc2S1(=O)=O)Nc1ccccc1O
* LUMO: -0.613 eV
* HOMO-LUMO gap: 0.2689 Eh

No. 8
DFT (ωB97M-V with the def2-TZVPD basis set) results for a molecular structure, C5H7O3Ru at a distorted geometry.

The geometry in XYZ format:
```
16
Properties=species:S:1:pos:R:3:forces:R:3
O -1.046016 0.431085 0.156598 1.28 1.09 0.01
C 0.004046 0.544483 -0.654445 0.13 -2.92 -0.96
O -0.344535 0.703611 -1.854174 1.70 0.81 -0.20
Ru -2.266727 1.009970 -1.434890 -4.23 1.05 -1.40
O 1.126881 0.100847 -0.288178 2.02 -0.72 -0.14
C -0.883559 -0.009983 1.568243 0.02 -0.69 2.26
H -0.609535 -1.068586 1.528635 -0.10 0.19 -0.05
H -0.043954 0.579962 1.962825 -0.12 0.02 -0.07
C -2.141464 0.243806 2.287443 -0.07 0.00 -0.27
H -2.539812 1.256940 2.345638 0.10 -0.21 0.13
H -2.651154 -0.570328 2.798785 0.13 0.20 -0.03
C 2.217049 -0.193619 -1.453403 -0.82 3.94 0.91
C 2.704556 -1.485609 -1.601292 -2.80 -0.66 -1.23
H 3.031893 0.517982 -1.238404 -0.43 0.40 -0.04
H 1.481974 0.216290 -2.336232 2.04 -1.19 0.53
H 1.960356 -2.276851 -1.787149 1.15 -1.30 0.53
```
Forces are in eV/Å.

* multiplicity: 7
* energy: -513.634465 hartree
* M: 216.18 g mol⁻¹
* <S²>: 12.0199
* total charge: +3
* energy relative to the best compared isomer or geometry (same formula, charge and spin): 162.6 kJ/mol
* LUMO (alpha / beta): -16.938 / -15.869 eV
* HOMO-LUMO gap (alpha / beta): 0.1145 / 0.3076 Eh